The following is a DFT calculation (ωB97M-V/def2-TZVPD) of the molecule C7H4O2 at a distorted geometry.

## Properties
E_LUMO = -0.831 eV
Energy relative to the best compared isomer or geometry (same formula, charge and spin) = 74.1 kcal/mol
Net charge = 0
Electronic energy = -419.43538 hartree
Frontier orbital gap = 8.59 eV

Element x y z (Å)
H 0.06147 -1.95614 -0.00835
O 1.64089 1.81002 -0.14471
C -1.23583 1.09374 0.05443
H -3.40514 0.54815 0.15552
C 1.35170 0.65124 0.00692
C -0.58261 -1.02247 0.07187
C 2.29658 -1.81452 0.26603
C -0.09163 0.26448 0.12845
H 3.09204 -0.41887 -0.69132
C 2.26931 -0.56776 -0.08157
O -1.87048 -1.06344 0.08763
C -2.32879 0.27196 0.14831
H -1.19751 2.20360 0.00679


The following is a DFT calculation (ωB97M-V/def2-TZVPD) of a structure of composition C7H5BrN2O2S at a distorted geometry.

## Properties
E_LUMO = -0.402 eV
Energy relative to the best compared isomer or geometry (same formula, charge and spin) = 0.0 kcal/mol
Net charge = 0
Electronic energy = -3501.88884 hartree
Frontier orbital gap = 8.92 eV

Element x y z (Å)
C 0.41970 1.10001 -0.03192
C -0.51186 2.17766 0.04616
C -0.03458 -0.21101 -0.21260
O 2.08996 -3.81441 -0.02624
H -0.05002 3.09946 0.20859
C -1.87832 1.92316 0.12394
C -1.44583 -0.41298 -0.11647
N 1.00193 -1.09749 -0.32064
H -3.33643 0.22742 0.04732
S 0.67613 -3.44372 -0.23720
C 2.09327 -0.40192 -0.25281
O -0.14869 -3.45563 0.89526
C -2.37122 0.58776 -0.00344
Br 2.95440 2.34061 0.10665
H -2.40097 2.85833 0.21886
N 1.81567 0.91340 0.00066
H 3.00291 -0.91775 -0.35743
H -1.87606 -1.47291 -0.08872


The following is a DFT calculation (ωB97M-V/def2-TZVPD) of a cluster of 2 separate species, C7H5BrOS in total at a distorted geometry.

## Properties
E_LUMO (alpha / beta) = -0.627 / -0.627 eV
Energy relative to the best compared isomer or geometry (same formula, charge and spin) = 133.1 kcal/mol
Net charge = 0
Electronic energy = -3316.95959 hartree
Frontier orbital gap (alpha / beta) = 7.12 / 7.12 eV

Element x y z (Å)
C 1.76654 1.67278 0.34094
C 1.61625 1.92585 -1.06776
C -1.83047 -2.05707 0.99824
C -0.42204 -2.09182 0.58173
H 2.55378 2.44055 -1.47322
O 0.45577 -2.84701 0.40922
S -1.02772 0.94175 -0.79396
Br -2.78332 -3.87163 1.27838
C -0.01274 0.04966 0.29049
H 0.10687 2.07016 -2.67085
H 2.41146 2.32216 0.87348
C 0.46845 1.69692 -1.70207
C 0.92789 0.78353 0.80453
H -2.19343 -1.47247 0.12307
H -2.03728 -1.56336 2.00778


The following is a DFT calculation (ωB97M-V/def2-TZVPD) of the molecule C7H5Cl2N at a distorted geometry.

## Properties
E_LUMO = -0.258 eV
Energy relative to the best compared isomer or geometry (same formula, charge and spin) = 67.7 kcal/mol
SMILES string = CC1=C(Cl)N=C(Cl)CC#C1
Net charge = 0
Electronic energy = -1244.71713 hartree
Frontier orbital gap = 8.11 eV

Element x y z (Å)
Cl 0.34231 1.11525 2.62761
C -1.90729 -0.33370 -1.59412
H -2.80291 -1.04482 -1.43174
C -1.66438 0.84458 -0.64311
C 2.39559 -0.56496 1.08788
H 2.49376 0.17803 1.89741
N -1.02978 1.06817 0.42681
H -2.10573 -0.09410 -2.64449
C 0.57058 -0.75440 -0.80183
H 3.24039 -0.63336 0.41395
H 2.28369 -1.55926 1.79234
C 1.10938 -0.22318 0.42348
C -0.53452 -0.84415 -1.37571
Cl -2.46983 2.30415 -1.16505
C 0.07876 0.54175 0.98658


The following is a DFT calculation (ωB97M-V/def2-TZVPD) of a cluster of 3 separate species, C7H5ClFO2 in total at a distorted geometry.

## Properties
E_LUMO = 3.012 eV
Energy relative to the best compared isomer or geometry (same formula, charge and spin) = 0.0 kcal/mol
Net charge = -1
Electronic energy = -980.30892 hartree
Frontier orbital gap = 6.64 eV

Element x y z (Å)
Cl -2.52646 -1.02705 2.23598
C -1.28561 -0.68599 1.04127
F 0.07961 -3.30208 -0.07841
H 1.61609 0.48472 -1.13000
C 1.02441 -0.82632 0.43408
C -0.41432 0.74496 -0.68488
C 0.01099 -1.23568 1.28953
H -2.43176 0.75602 0.09416
H -0.40582 1.48727 -1.44731
C -1.50106 0.19189 0.00963
C 0.85651 0.18240 -0.44491
H 1.89726 -1.42659 0.48124
C -0.94210 2.18307 1.80694
O -0.12558 1.69400 2.51349
H -0.00419 -2.03429 2.05877
O -1.60177 2.93132 1.16855


The following is a DFT calculation (ωB97M-V/def2-TZVPD) of a cluster of 2 separate species, C7H5ClN2O in total at a distorted geometry.

## Properties
E_LUMO = 0.423 eV
Energy relative to the best compared isomer or geometry (same formula, charge and spin) = 0.0 kcal/mol
SMILES string = O=C=NC1=CC=C[C@@H]1Cl.C#N
Net charge = 0
Electronic energy = -914.60848 hartree
Frontier orbital gap = 8.78 eV

Element x y z (Å)
C -0.85561 1.11272 -1.06962
H -0.76606 1.30109 -2.06599
C -2.08576 1.20692 -0.21481
Cl 0.72117 1.52856 2.19690
C -1.80165 0.87578 1.05563
C -0.25040 0.53314 1.08323
C 2.52725 0.47070 -0.52104
O 3.64780 0.30199 -0.43636
H -2.53778 0.79568 1.92286
N 1.39644 0.57641 -0.80532
N 0.49770 -2.61544 0.12932
C 0.15052 0.64960 -0.32294
C 0.98345 -3.43422 -0.47539
H 1.42638 -4.19361 -1.12510
H -0.05553 -0.42506 1.44477
H -2.99794 1.31575 -0.79615


The following is a DFT calculation (ωB97M-V/def2-TZVPD) of the molecule C7H5F3N2O at a distorted geometry.

## Properties
E_LUMO = 0.190 eV
Energy relative to the best compared isomer or geometry (same formula, charge and spin) = 51.3 kcal/mol
SMILES string = O=C(Nc1ccccn1)C(F)(F)F
Net charge = 0
Electronic energy = -754.01357 hartree
Frontier orbital gap = 9.47 eV

Element x y z (Å)
C 2.11116 1.39242 -0.01219
F -2.09307 1.50366 -0.16313
H 1.84549 2.36131 -0.30832
C -2.52167 0.14191 0.08176
F -3.21956 0.05784 1.19081
H 4.13843 1.98357 -0.10380
N 1.72334 -1.03213 0.38858
C 1.36058 0.13285 0.24116
O -1.25884 -1.80945 -0.40343
C -1.04487 -0.62575 -0.07909
H -0.43938 1.06455 0.23923
H 3.46240 -2.21937 0.28841
C 3.42369 1.16196 -0.13967
N 0.01272 0.23253 -0.08139
H 5.06183 -0.54331 -0.70148
F -3.39135 -0.16018 -0.92869
C 3.04431 -1.20367 0.19087
C 3.99103 -0.19735 -0.15415


The following is a DFT calculation (ωB97M-V/def2-TZVPD) of the molecule C7H5N3O2 at a distorted geometry.

## Properties
E_LUMO = -0.281 eV
Energy relative to the best compared isomer or geometry (same formula, charge and spin) = 94.4 kcal/mol
SMILES string = C[C@@H](O)C(=O)N=C=C(C#N)C#N
Net charge = 0
Electronic energy = -584.36607 hartree
Frontier orbital gap = 9.63 eV

Element x y z (Å)
C 2.30920 0.04187 -0.86402
C -3.48434 -0.22034 0.08017
C 1.51478 -0.25152 0.36263
H 2.20967 -0.77413 -1.46151
O 0.54623 0.80445 0.62963
C -2.23337 0.32471 -0.05482
O 0.98601 -2.63532 0.70086
C 0.72166 -1.56455 0.23454
C -2.10644 1.69099 0.06204
H 3.37203 0.13609 -0.63700
N -4.52303 -0.68799 0.09971
N -2.33801 2.78341 0.31108
H 0.76556 1.46110 1.40730
H 2.06666 -0.28230 1.33705
H 1.86288 0.92815 -1.43429
N -0.40101 -1.27948 -0.42667
C -1.26849 -0.47516 -0.34671